{"formula": "C19H22N", "method": "wB97M-V/def2-TZVPD", "species": ["C", "C", "C", "C", "C", "C", "C", "C", "C", "C", "C", "H", "H", "H", "H", "H", "H", "H", "H", "H", "H", "H", "H", "H", "H", "H", "C", "C", "N", "C", "C", "C", "C", "C", "C", "H", "H", "H", "H", "H", "H", "H"], "xyz": [[-0.3060, 0.9162, 2.1659], [-0.0699, -0.3467, 1.4532], [-0.9790, -1.2738, 0.9378], [-0.5251, -2.6280, 0.6975], [0.8324, -3.0701, 1.1520], [-1.3639, -3.5542, 0.1016], [-2.6680, -3.2285, -0.2901], [-3.5107, -4.2539, -0.9761], [-3.1479, -1.9470, 0.0038], [-2.3577, -0.9769, 0.6089], [-2.9642, 0.3578, 0.8952], [0.6145, 1.1726, 2.7126], [-0.4829, 1.7433, 1.4644], [-1.1220, 0.8875, 2.9027], [0.9853, -0.6305, 1.4168], [0.9729, -4.1239, 0.8836], [1.6426, -2.4957, 0.6867], [0.9215, -2.9810, 2.2434], [-0.9976, -4.5701, -0.0660], [-4.4924, -3.8428, -1.2127], [-3.0389, -4.5929, -1.9054], [-3.6470, -5.1368, -0.3415], [-4.1788, -1.7057, -0.2613], [-4.0033, 0.3692, 0.5364], [-2.9808, 0.5654, 1.9744], [-2.4321, 1.1735, 0.3850], [0.6214, 1.9227, -0.8930], [0.1130, 3.1651, -0.5127], [1.1454, 4.0806, -0.5184], [2.3292, 3.4528, -0.8811], [2.0172, 2.0886, -1.1702], [3.0095, 1.2607, -1.7043], [4.3063, 1.7724, -1.8476], [4.6163, 3.0977, -1.4776], [3.6138, 3.9656, -1.0139], [0.0876, 0.9816, -0.9743], [-0.9108, 3.4605, -0.2948], [1.0646, 5.0662, -0.2909], [2.7400, 0.2470, -2.0085], [5.0997, 1.1399, -2.2445], [5.6413, 3.4598, -1.5739], [3.8046, 5.0117, -0.7632]], "atomic_forces_ev_per_a": [[0.4, 0.5, 0.6], [-0.6, -0.9, 0.1], [0.1, 0.1, 0.0], [0.1, -0.3, -0.4], [0.1, -0.4, 0.0], [0.6, 0.2, 0.3], [0.3, 0.0, 0.2], [-0.3, 0.2, 0.0], [0.1, 0.5, 0.1], [-0.4, -0.2, 0.1], [-0.5, 0.2, -0.2], [-0.3, 0.0, -0.3], [0.0, -0.2, 0.1], [0.1, -0.2, -0.5], [-0.3, -0.1, -0.1], [0.1, 0.3, 0.1], [-0.1, -0.1, 0.1], [0.0, 0.0, -0.3], [-0.1, 0.3, 0.1], [0.0, -0.1, 0.0], [0.0, 0.1, 0.2], [0.1, 0.1, 0.0], [0.3, 0.0, 0.1], [0.4, 0.0, 0.1], [0.0, 0.0, -0.3], [0.0, -0.2, 0.2], [-0.5, 0.9, 0.2], [0.7, -1.0, -0.5], [0.1, 0.0, 0.2], [-0.5, -0.6, -0.2], [0.1, 0.9, 0.2], [0.6, 0.2, 0.1], [-0.5, -0.2, 0.2], [-0.7, 0.4, 0.2], [0.6, -0.2, -0.2], [-0.1, 0.3, -0.1], [0.4, 0.0, 0.0], [0.0, -0.5, -0.1], [0.3, 0.2, 0.1], [-0.2, 0.1, 0.1], [-0.4, -0.1, 0.0], [0.1, -0.4, -0.1]], "lowdin_charge": [-0.0466, 0.0505, -0.1136, -0.1633, -0.0286, 0.0203, -0.1963, -0.0124, 0.0262, -0.1444, -0.0187, 0.1071, 0.0711, 0.1027, 0.1261, 0.0925, 0.0968, 0.1074, 0.1370, 0.0878, 0.1067, 0.1064, 0.1314, 0.0963, 0.0970, 0.0911, -0.0622, -0.1121, 0.0734, -0.2110, -0.1922, -0.0403, -0.0887, -0.0795, -0.0176, 0.0941, 0.1151, 0.1620, 0.1077, 0.1017, 0.1056, 0.1137], "multiplicity": 1, "e_homo_ev": -10.4, "total_charge": 1}

---

{"formula": "C19H22N10PSSr", "method": "wB97M-V/def2-TZVPD", "species": ["Sr", "N", "C", "S", "N", "N", "C", "C", "C", "C", "C", "C", "N", "H", "H", "H", "H", "H", "H", "H", "C", "N", "C", "C", "N", "C", "P", "C", "N", "C", "C", "N", "C", "C", "N", "C", "C", "N", "C", "H", "H", "H", "H", "H", "H", "H", "H", "H", "H", "H", "H", "H", "H", "H"], "xyz": [[9.0701, 8.2741, 9.3019], [5.6875, 10.0320, 12.3644], [6.4646, 9.3958, 11.4718], [8.2043, 9.7391, 11.6192], [5.7557, 8.6143, 10.6630], [6.4772, 8.0218, 9.6810], [5.8308, 7.2736, 8.8289], [6.4275, 6.5715, 7.7090], [5.6180, 5.7508, 6.9302], [6.1478, 5.2628, 5.7097], [7.4681, 5.4680, 5.3980], [8.1645, 6.2449, 6.3277], [7.6912, 6.7887, 7.4398], [6.1389, 10.7453, 12.8841], [4.7049, 9.7764, 12.4092], [4.7696, 7.1062, 9.1100], [4.6076, 5.4648, 7.0917], [5.5093, 4.6046, 5.0840], [8.0237, 5.0990, 4.6062], [9.2071, 6.4737, 6.1976], [12.3943, 11.3657, 5.1513], [11.1977, 10.8862, 5.8118], [9.9842, 11.4930, 5.6802], [9.0937, 10.6621, 6.3794], [9.7602, 9.6401, 6.9524], [11.0634, 9.8407, 6.6988], [12.4782, 9.0398, 7.2177], [12.4246, 9.5679, 8.9017], [11.4567, 9.4100, 9.7775], [11.8009, 10.0079, 10.9136], [13.0072, 10.6229, 10.7255], [13.4734, 10.3337, 9.4508], [14.7586, 10.6557, 8.8106], [12.0287, 7.2642, 7.3622], [11.1271, 6.8350, 8.2207], [11.2195, 5.4333, 8.1318], [12.1846, 5.0517, 7.2533], [12.7753, 6.1756, 6.7377], [14.1544, 6.3960, 6.2735], [13.1606, 10.5515, 5.1082], [12.7169, 12.2677, 5.7112], [12.2133, 11.7245, 4.1394], [9.8156, 12.2198, 4.8997], [7.9647, 10.7890, 6.5311], [11.2087, 9.9147, 11.8681], [13.5571, 11.2357, 11.4082], [14.6594, 11.1558, 7.7862], [15.3087, 9.7194, 8.5990], [15.4084, 11.3341, 9.3730], [10.5636, 4.7638, 8.6701], [12.6258, 4.0929, 7.0204], [14.1736, 7.4144, 5.8839], [14.3745, 5.6902, 5.5598], [14.8824, 6.2249, 7.0373]], "atomic_forces_ev_per_a": [[0.2, 0.1, -0.6], [0.0, -0.5, -0.4], [0.0, -0.1, 0.0], [-0.9, -0.2, -0.4], [0.6, -0.3, -0.5], [0.2, -0.5, -1.1], [-1.0, 0.6, 2.7], [-2.1, 0.0, 0.7], [1.2, -0.4, -2.3], [-1.2, -1.1, 0.6], [-0.1, 1.6, 2.4], [0.9, 0.0, -0.2], [1.1, 0.1, -0.6], [-0.2, 0.4, 0.7], [0.4, 0.5, 0.1], [0.5, 0.0, -0.7], [-0.7, 0.3, 0.8], [0.5, 0.6, 0.4], [0.5, -0.7, -1.7], [0.4, -0.2, -0.4], [1.0, 0.4, 0.4], [-0.6, 0.1, 0.3], [-0.9, -1.7, -0.1], [-1.4, 1.2, -0.4], [0.8, 0.3, 1.2], [-2.6, 0.9, -2.5], [2.3, -1.9, -0.1], [1.6, 0.9, 1.1], [-0.8, -1.1, -1.2], [0.2, 0.6, 1.9], [1.1, 0.2, -0.1], [-2.0, -0.4, 0.4], [0.3, 0.1, -1.7], [1.2, -0.8, -0.2], [0.4, -2.0, -1.3], [-0.5, 0.3, 0.1], [1.1, 0.1, 0.0], [-1.8, 2.9, 2.1], [-1.5, 0.9, 0.7], [-0.6, 1.0, 0.2], [0.4, -0.7, -0.3], [-0.4, -0.3, 0.0], [0.0, 0.2, 0.4], [2.0, -0.2, -0.5], [0.7, 0.4, -1.4], [0.3, 0.1, 0.1], [-0.4, -0.6, 1.4], [-0.2, 0.4, 0.4], [-0.5, -0.3, 0.4], [0.0, 0.2, 0.1], [-0.4, -0.1, 0.1], [0.4, -0.3, 0.0], [0.4, -1.4, -2.1], [0.3, 0.3, 0.9]], "lowdin_charge": [1.1998, 0.0662, -0.8688, 0.3909, -0.0427, -0.1424, -0.0996, -0.3124, 0.0077, -0.0393, -0.0378, -0.1317, 0.0269, 0.0647, 0.1143, 0.1306, 0.1083, 0.1267, 0.0877, 0.0898, -0.0420, -0.1406, -0.0342, -0.1219, -0.0038, -0.4998, 1.1236, -0.4584, -0.0404, -0.1515, -0.0410, -0.0882, -0.0371, -0.4017, -0.0188, -0.1233, -0.0699, -0.0900, -0.0166, 0.0749, 0.1069, 0.0938, 0.1261, 0.1412, 0.1163, 0.1196, 0.0957, 0.0906, 0.0935, 0.1092, 0.1310, 0.0620, 0.0635, 0.0925], "multiplicity": 1, "e_homo_ev": -9.8, "total_charge": 1}

---

{"formula": "C19H22N2O2", "method": "wB97M-V/def2-TZVPD", "species": ["C", "H", "H", "H", "C", "C", "C", "C", "C", "C", "C", "N", "C", "O", "C", "H", "H", "C", "O", "N", "C", "C", "C", "C", "C", "C", "C", "H", "C", "H", "H", "H", "H", "H", "H", "H", "H", "H", "H", "H", "H", "H", "H", "H", "H"], "xyz": [[0.3063, -1.9097, -0.6707], [0.1421, -0.9369, -0.2143], [0.1867, -2.6670, 0.0997], [-0.4560, -2.0597, -1.4320], [1.7024, -1.9927, -1.2936], [1.8887, -0.9127, -2.3243], [1.7567, -1.2126, -3.6728], [1.8439, -0.2311, -4.6443], [2.0634, 1.0835, -4.2732], [2.2095, 1.4080, -2.9376], [2.1240, 0.4198, -1.9645], [2.2950, 0.7484, -0.6075], [1.8760, 1.8751, 0.0134], [1.2938, 2.7990, -0.5098], [2.1530, 1.8245, 1.5198], [3.2148, 1.6622, 1.7038], [1.8341, 2.7609, 1.9750], [1.3627, 0.6300, 2.0364], [1.8830, -0.4491, 2.2280], [0.0373, 0.8944, 2.1336], [-0.9929, -0.0346, 2.3764], [-0.7650, -1.1377, 3.1877], [-1.7800, -2.0470, 3.4220], [-3.0239, -1.8484, 2.8541], [-3.2491, -0.7466, 2.0453], [-2.2473, 0.1753, 1.7837], [-2.4568, 1.3716, 0.8864], [-2.3579, 2.2852, 1.4850], [-3.7992, 1.4193, 0.1663], [-4.6217, 1.5028, 0.8727], [-3.9425, 0.5303, -0.4432], [-3.8259, 2.2878, -0.4880], [-1.6642, 1.3877, 0.1302], [-4.2257, -0.6147, 1.6087], [-3.8239, -2.5505, 3.0354], [-1.5960, -2.9041, 4.0517], [0.2095, -1.2817, 3.6231], [-0.2639, 1.8099, 1.8307], [2.6161, -0.0044, -0.0109], [2.3805, 2.4289, -2.6382], [2.1276, 1.8583, -5.0221], [1.7354, -0.4926, -5.6862], [1.5746, -2.2375, -3.9636], [1.8218, -2.9672, -1.7707], [2.4529, -1.9243, -0.5017]], "atomic_forces_ev_per_a": [[0.1, -0.1, 0.0], [-0.1, 0.1, 0.1], [-0.1, 0.0, 0.1], [-0.1, 0.0, -0.1], [-0.2, 0.1, 0.1], [0.1, 0.0, 0.0], [0.0, 0.1, 0.0], [0.0, 0.0, -0.1], [0.0, 0.0, 0.0], [0.0, 0.1, 0.1], [-0.1, 0.0, -0.5], [0.2, -0.5, 0.0], [0.1, 0.1, 0.5], [-0.1, 0.2, -0.1], [0.0, 0.0, -0.1], [-0.1, 0.0, 0.1], [0.0, 0.0, -0.1], [0.3, 0.4, 0.0], [0.1, -0.3, 0.1], [-0.4, 0.3, 0.0], [-0.2, -0.4, 0.1], [0.1, 0.0, 0.0], [-0.1, 0.0, 0.0], [-0.1, -0.1, 0.0], [0.0, 0.0, 0.0], [0.2, 0.1, 0.0], [-0.1, -0.1, -0.1], [0.1, 0.0, -0.1], [0.2, 0.1, 0.1], [-0.1, 0.0, 0.0], [-0.1, -0.1, -0.1], [-0.1, 0.0, 0.0], [0.1, 0.1, 0.1], [-0.1, 0.0, -0.1], [-0.1, -0.1, 0.0], [0.0, -0.1, 0.1], [0.0, 0.0, 0.0], [0.2, -0.1, 0.0], [0.0, 0.2, 0.0], [0.0, 0.1, 0.0], [0.0, 0.1, -0.1], [0.0, 0.0, -0.1], [0.0, -0.1, 0.0], [0.1, 0.0, 0.0], [0.1, -0.1, 0.0]], "lowdin_charge": [-0.0726, 0.0564, 0.0773, 0.0809, -0.1903, -0.1785, -0.0433, -0.0894, -0.0812, -0.0108, -0.1749, 0.1461, -0.4774, 0.0758, 0.0004, 0.1312, 0.1273, -0.4816, 0.0680, 0.1502, -0.1898, -0.0145, -0.0802, -0.0854, -0.0412, -0.1650, -0.2025, 0.1208, -0.1064, 0.0746, 0.0791, 0.0743, 0.1143, 0.1004, 0.1007, 0.1031, 0.1074, 0.1321, 0.1258, 0.1094, 0.1024, 0.0998, 0.1111, 0.1103, 0.1057], "smiles": "CCc1ccccc1NC(=O)CC(=O)Nc1ccccc1CC", "multiplicity": 1, "e_homo_ev": -8.6, "total_charge": 0}

---

{"formula": "C19H22N2SSr", "method": "wB97M-V/def2-TZVPD", "species": ["C", "C", "H", "H", "H", "H", "H", "H", "C", "C", "C", "C", "H", "H", "H", "H", "N", "C", "C", "N", "C", "C", "C", "H", "H", "C", "H", "H", "Sr", "C", "H", "H", "H", "S", "C", "C", "C", "C", "C", "C", "H", "H", "H", "H", "H"], "xyz": [[1.0629, -3.0513, 3.6029], [-0.3857, -3.5026, 3.6414], [1.6533, -3.7436, 3.0030], [1.4336, -3.0931, 4.6281], [1.2243, -2.0374, 3.2303], [-0.9606, -3.3731, 2.7204], [-0.4171, -4.5688, 3.8829], [-0.9623, -2.9993, 4.4240], [2.7099, 0.4287, -1.9050], [3.3066, 0.7834, -3.1155], [2.4511, 1.0189, -4.2085], [1.0858, 0.8899, -4.0587], [3.3170, 0.2319, -1.0071], [4.3799, 0.8660, -3.2007], [2.8487, 1.2883, -5.1766], [0.3779, 0.9915, -4.8834], [1.3849, 0.2794, -1.7553], [0.5505, 0.5511, -2.8041], [-0.9259, 0.3974, -2.5710], [-1.3476, 0.0524, -1.3226], [-2.6786, 0.0058, -1.0739], [-3.2105, 0.4710, -3.3731], [-3.6467, 0.1931, -2.0683], [-2.9693, -0.1799, -0.0465], [-4.7006, 0.1136, -1.8264], [-1.8414, 0.5685, -3.6265], [-1.4510, 0.7628, -4.6273], [-3.9088, 0.6178, -4.1878], [0.5055, -0.6213, 0.5540], [-1.7995, -0.6063, 2.1598], [-2.4126, -1.4643, 1.8260], [-2.4192, 0.3065, 2.1310], [-1.4218, -0.7658, 3.1848], [1.1240, 2.1690, 0.6374], [1.2753, 2.9342, 2.1536], [1.5753, 4.3113, 2.3721], [1.6201, 4.8458, 3.6654], [1.3675, 4.0027, 4.7674], [1.1203, 2.6319, 4.5776], [1.0939, 2.1103, 3.2931], [1.7596, 4.9479, 1.5228], [1.8436, 5.8959, 3.8320], [1.3793, 4.4054, 5.7717], [0.9506, 1.9550, 5.4231], [0.8971, 1.0589, 3.1286]], "atomic_forces_ev_per_a": [[-0.1, -0.3, 0.1], [-0.7, -0.2, 0.1], [0.2, 0.0, 0.0], [0.3, 0.1, -0.1], [-0.2, 0.1, 0.1], [0.3, 0.1, 0.0], [0.0, 0.0, 0.0], [0.2, 0.1, -0.2], [-0.2, -0.2, -0.2], [-1.0, 0.1, -0.2], [0.6, -0.2, 0.5], [-1.0, -0.2, 0.6], [-0.3, 0.2, -0.5], [0.0, 0.1, 0.0], [0.1, 0.0, 0.0], [0.7, 0.2, 0.1], [-0.5, 0.3, -1.1], [1.2, -0.6, 0.6], [-0.8, -0.5, 0.3], [-0.3, 0.5, -0.7], [0.5, 0.0, -0.7], [0.4, -0.2, 0.5], [0.8, 0.2, -0.4], [0.2, -0.1, 0.0], [0.1, 0.1, 0.0], [0.3, 0.0, 0.5], [-0.5, 0.0, 0.4], [-0.1, -0.1, 0.1], [-1.2, 0.9, 0.7], [0.8, -0.2, -0.7], [0.0, 0.1, 0.4], [0.3, -0.2, 0.0], [-0.4, 0.0, -0.2], [0.3, -0.2, -1.6], [0.2, 0.4, 2.0], [-0.3, -0.8, 0.3], [-0.3, -1.2, 0.2], [0.1, 0.0, -0.4], [0.1, 0.3, -0.1], [0.1, 1.0, 0.0], [0.0, 0.1, -0.2], [0.0, -0.1, -0.1], [0.0, 0.0, 0.0], [0.1, 0.4, -0.2], [-0.1, -0.1, 0.1]], "lowdin_charge": [-0.1694, -0.1811, 0.0611, 0.0708, 0.0277, 0.0456, 0.0650, 0.0704, -0.1605, -0.0325, -0.0441, -0.0112, 0.1076, 0.1059, 0.1097, 0.1016, -0.0645, -0.1893, -0.1994, 0.0300, -0.0977, -0.0460, -0.0343, 0.0759, 0.1077, -0.0120, 0.0987, 0.1081, 1.1725, -0.3274, -0.0919, -0.0721, -0.0896, 0.4373, -0.7609, -0.1207, -0.1045, -0.1187, -0.1069, -0.1680, 0.0842, 0.0919, 0.0830, 0.0995, 0.0486], "multiplicity": 1, "e_homo_ev": -6.3, "total_charge": 0}

---

LUMO energy (computed, eV): -5.56; -2.33; 0.78; -0.78
Relative energy (zero: lowest compared OMol25 entry of this formula, charge and spin) (computed, kJ/mol): 0.0; 118.1; 8.3; 0.0
Molecular weight (computed, g mol⁻¹): 264.39; 541.12; 310.40; 398.09